Entry 1:
Here is a 5-piece molecular cluster, C16H23N4O overall in a non-equilibrium geometry from the OMol25 dataset. Energies are from the ωB97M-V functional and the def2-TZVPD basis.

Each atom is followed by the atoms it is bonded to, with distances in Å.
Positions of all 44 atoms, in Å:
1 O -0.02 -0.18 0.07  H2 1.020, H3 1.066, H4 0.926
2 H 1.00 -0.07 0.04  O1 1.020
3 H -0.44 -0.71 -0.75  O1 1.066
4 H -0.40 -0.19 0.91  O1 0.926
5 N -0.90 4.46 -0.81  C6 1.385, C9 1.416, H10 0.968
6 C -1.97 3.61 -0.56  N5 1.385, C7 1.355, H11 1.078
7 C -1.53 2.41 -1.02  C6 1.355, C8 1.610, H12 1.149
8 C -0.06 2.52 -1.66  C7 1.610, C9 1.394, H13 1.135
9 C 0.22 3.87 -1.45  N5 1.416, C8 1.394, H14 1.028
10 H -0.75 5.41 -0.73  N5 0.968
11 H -2.97 3.74 -0.21  C6 1.078
12 H -2.15 1.47 -0.77  C7 1.149
13 H 0.64 1.78 -2.15  C8 1.135
14 H 0.92 4.58 -1.72  C9 1.028
15 N 2.95 0.04 -0.64  C16 1.427, C19 1.343, H20 1.039
16 C 2.90 0.92 0.49  N15 1.427, C17 1.381, H21 0.990
17 C 2.85 0.12 1.61  C16 1.381, C18 1.526, H22 1.042
18 C 2.76 -1.33 1.14  C17 1.526, C19 1.410, H23 1.078
19 C 2.84 -1.25 -0.27  N15 1.343, C18 1.410, H24 1.168
20 H 2.95 0.48 -1.58  N15 1.039
21 H 2.73 1.86 0.23  C16 0.990
22 H 2.77 0.35 2.62  C17 1.042
23 H 2.51 -2.23 1.68  C18 1.078
24 H 2.67 -2.16 -0.98  C19 1.168
25 N -1.67 -1.93 -1.74  C26 1.398, C29 1.400, H30 1.095
26 C -1.04 -2.93 -1.00  N25 1.398, C27 1.450, H31 1.052
27 C 0.33 -2.74 -1.45  C26 1.450, C28 1.522, H32 0.988
28 C 0.38 -1.64 -2.49  C27 1.522, C29 1.378, H33 1.015
29 C -0.90 -1.15 -2.60  N25 1.400, C28 1.378, H34 1.173
30 H -2.76 -1.81 -1.63  N25 1.095
31 H -1.46 -3.63 -0.33  C26 1.052
32 H 1.13 -3.27 -1.22  C27 0.988
33 H 1.17 -1.45 -3.10  C28 1.015
34 H -1.46 -0.37 -3.28  C29 1.173
35 N -2.08 -0.11 2.31  C36 1.352, C39 1.316, H40 1.011
36 C -2.06 -1.40 1.92  N35 1.352, C37 1.361, H41 1.153
37 C -0.91 -2.02 2.31  C36 1.361, C38 1.506, H42 1.089
38 C -0.21 -0.89 3.02  C37 1.506, C39 1.399, H43 1.035
39 C -1.07 0.21 3.10  N35 1.316, C38 1.399, H44 1.108
40 H -2.98 0.35 2.28  N35 1.011
41 H -2.98 -1.88 1.43  C36 1.153
42 H -0.69 -3.07 2.11  C37 1.089
43 H 0.73 -1.04 3.42  C38 1.035
44 H -1.01 1.26 3.45  C39 1.108

- HOMO level: -0.4279 hartree
- Charge: +1
- LUMO level: -0.0821 Eh
- Gap between HOMO and LUMO: 9.41 eV
- Molar mass: 287.4 g mol⁻¹


Entry 2:
Here is a 3-piece molecular cluster, C3H3NO3S overall in a non-equilibrium geometry from the OMol25 dataset. Energies are from the ωB97M-V functional and the def2-TZVPD basis.

Each atom is followed by the atoms it is bonded to, with distances in Å.
Positions of all 11 atoms, in Å:
1 C 1.48 -1.00 0.40  N4 1.177, O6 1.166
2 C 3.39 0.51 -0.20  N4 1.459, O5 1.241, O7 1.258
3 C -2.53 -0.22 -0.25  S8 1.658, H9 1.110, H10 1.069
4 N 2.07 -0.02 0.12  C1 1.177, C2 1.459
5 O 4.07 -0.31 -0.84  C2 1.241
6 O 0.76 -1.80 0.85  C1 1.166
7 O 3.58 1.70 0.16  C2 1.258
8 S -4.16 -0.18 -0.55  C3 1.658
9 H -1.70 0.06 -0.94  C3 1.110
10 H -2.04 -0.26 0.70  C3 1.069
11 H -4.93 1.52 0.55  no bonds

- HOMO level (alpha / beta): 0.0191 / 0.0124 hartree
- Charge: -2
- LUMO level (alpha / beta): 0.2139 / 0.2163 Eh
- Gap between HOMO and LUMO (alpha / beta): 5.30 / 5.55 eV
- Molar mass: 133.1 g mol⁻¹


Entry 3:
Here is an isolated ion of composition C2H3ClFO2S and charge -1 in a non-equilibrium geometry from the OMol25 dataset. Energies are from the ωB97M-V functional and the def2-TZVPD basis.

Each atom is followed by the atoms it is bonded to, with distances in Å.
Positions of all 10 atoms, in Å:
1 C -1.18 0.60 -0.16  O3 1.352, F5 1.535, H8 1.081, H9 1.128
2 C 1.88 -1.24 0.41  S6 1.617, Cl7 1.751, H10 1.028
3 O -0.61 0.29 1.03  C1 1.352, S6 2.062
4 O 2.03 1.29 0.59  S6 1.542
5 F -1.52 -0.71 -0.88  C1 1.535
6 S 1.42 0.05 1.27  C2 1.617, O3 2.062, O4 1.542
7 Cl 2.50 -1.10 -1.22  C2 1.751
8 H -0.55 1.08 -0.90  C1 1.081
9 H -2.20 1.07 -0.04  C1 1.128
10 H 1.24 -2.03 0.29  C2 1.028

- HOMO level: -0.1459 hartree
- Charge: -1
- LUMO level: 0.1370 Eh
- Gap between HOMO and LUMO: 7.70 eV
- Molar mass: 145.6 g mol⁻¹


Entry 4:
Here is a 3-piece molecular cluster, C27H53BO10P2 overall in a non-equilibrium geometry from the OMol25 dataset. Energies are from the ωB97M-V functional and the def2-TZVPD basis.

Each atom is followed by the atoms it is bonded to, with distances in Å.
Positions of all 93 atoms, in Å:
1 C 3.19 1.98 1.99  C2 1.535, H19 1.095, H20 1.100, H21 1.100
2 C 3.17 3.15 1.00  C1 1.535, O3 1.210, O4 1.371
3 O 3.09 4.27 1.45  C2 1.210
4 O 3.31 3.01 -0.36  C2 1.371, C5 1.431
5 C 2.58 1.91 -0.91  O4 1.431, C6 1.538, H22 1.103, H23 1.100
6 C 1.06 2.14 -1.02  C5 1.538, C7 1.555, H24 1.103, H25 1.104
7 C 0.65 3.32 -1.94  C6 1.555, C8 1.554, H26 1.106, H27 1.101
8 C -0.38 4.27 -1.27  C7 1.554, C9 1.561, H28 1.102, H29 1.106
9 C 0.25 5.15 -0.14  C8 1.561, B10 1.582, H30 1.099, H31 1.104
10 B -0.83 5.96 0.69  C9 1.582, C11 1.606, H32 1.199
11 C -1.32 5.54 2.15  B10 1.606, C12 1.537, H33 1.104, H34 1.100
12 C -1.88 4.11 2.02  C11 1.537, C13 1.400, C18 1.398
13 C -3.23 3.83 1.81  C12 1.400, C14 1.396, H35 1.090
14 C -3.61 2.50 1.66  C13 1.396, C15 1.393, H36 1.094
15 C -2.70 1.44 1.73  C14 1.393, C16 1.529, C17 1.397
16 C -3.14 -0.01 1.52  C15 1.529, H37 1.097, H38 1.097, H39 1.106
17 C -1.36 1.73 1.98  C15 1.397, C18 1.394, H40 1.094
18 C -0.96 3.06 2.12  C12 1.398, C17 1.394, H41 1.095
19 H 2.83 1.02 1.59  C1 1.095
20 H 4.21 1.92 2.40  C1 1.100
21 H 2.54 2.24 2.83  C1 1.100
22 H 2.95 1.78 -1.94  C5 1.103
23 H 2.76 0.94 -0.41  C5 1.100
24 H 0.61 2.26 -0.02  C6 1.103
25 H 0.61 1.22 -1.45  C6 1.104
26 H 0.12 2.91 -2.81  C7 1.106
27 H 1.50 3.89 -2.34  C7 1.101
28 H -1.27 3.73 -0.90  C8 1.102
29 H -0.74 4.96 -2.06  C8 1.106
30 H 0.78 4.47 0.54  C9 1.099
31 H 0.93 5.89 -0.59  C9 1.104
32 H -1.32 6.96 0.25  B10 1.199
33 H -0.49 5.54 2.88  C11 1.104
34 H -2.10 6.22 2.53  C11 1.100
35 H -3.93 4.67 1.77  C13 1.090
36 H -4.66 2.27 1.50  C14 1.094
37 H -4.16 -0.16 1.91  C16 1.097
38 H -2.39 -0.69 1.94  C16 1.097
39 H -3.20 -0.22 0.44  C16 1.106
40 H -0.63 0.92 2.06  C17 1.094
41 H 0.11 3.25 2.29  C18 1.095
42 O -2.88 -3.27 3.88  P43 1.501
43 P -2.98 -4.18 5.08  O42 1.501, O44 1.651, O47 1.648, O50 1.635
44 O -4.60 -4.10 5.35  P43 1.651, C45 1.424
45 C -5.52 -4.29 4.27  O44 1.424, C46 1.518, H53 1.091, H54 1.091
46 C -5.68 -5.76 3.93  C45 1.518, H55 1.093, H56 1.091, H57 1.091
47 O -2.42 -3.10 6.20  P43 1.648, C48 1.434
48 C -1.41 -2.17 5.81  O47 1.434, C49 1.509, H58 1.090, H59 1.092
49 C -1.99 -0.82 5.47  C48 1.509, H60 1.090, H61 1.092, H62 1.092
50 O -2.74 -5.41 6.13  P43 1.635, C51 1.437
51 C -3.41 -5.44 7.40  O50 1.437, C52 1.528, H63 1.086, H64 1.090
52 C -4.51 -6.50 7.39  C51 1.528, H65 1.087, H66 1.091, H67 1.091
53 H -5.21 -3.73 3.39  C45 1.091
54 H -6.48 -3.88 4.59  C45 1.091
55 H -4.71 -6.25 3.79  C46 1.093
56 H -6.28 -5.88 3.02  C46 1.091
57 H -6.20 -6.29 4.74  C46 1.091
58 H -0.83 -2.55 4.97  C48 1.090
59 H -0.72 -2.09 6.66  C48 1.092
60 H -2.88 -0.92 4.85  C49 1.090
61 H -1.25 -0.20 4.95  C49 1.092
62 H -2.30 -0.29 6.38  C49 1.092
63 H -3.81 -4.46 7.67  C51 1.086
64 H -2.65 -5.69 8.14  C51 1.090
65 H -4.61 -6.98 6.43  C52 1.087
66 H -5.47 -6.05 7.66  C52 1.091
67 H -4.30 -7.27 8.14  C52 1.091
68 O 2.82 1.14 -7.17  P69 1.496
69 P 3.90 0.11 -7.23  O68 1.496, O70 1.649, O73 1.653, O76 1.635
70 O 3.20 -1.15 -6.44  P69 1.649, C71 1.424
71 C 1.87 -1.55 -6.78  O70 1.424, C72 1.518, H79 1.091, H80 1.091
72 C 1.84 -2.38 -8.05  C71 1.518, H81 1.093, H82 1.091, H83 1.091
73 O 4.88 0.72 -6.05  P69 1.653, C74 1.431
74 C 4.93 2.13 -5.83  O73 1.431, C75 1.517, H84 1.090, H85 1.092
75 C 4.09 2.51 -4.62  C74 1.517, H86 1.091, H87 1.091, H88 1.092
76 O 5.15 -0.78 -7.80  P69 1.635, C77 1.436
77 C 5.81 -1.75 -6.96  O76 1.436, C78 1.528, H89 1.086, H90 1.090
78 C 5.44 -3.17 -7.40  C77 1.528, H91 1.087, H92 1.091, H93 1.091
79 H 1.22 -0.68 -6.88  C71 1.091
80 H 1.49 -2.14 -5.95  C71 1.091
81 H 2.38 -1.89 -8.86  C72 1.093
82 H 0.81 -2.56 -8.37  C72 1.091
83 H 2.31 -3.35 -7.89  C72 1.091
84 H 4.61 2.68 -6.72  C74 1.090
85 H 5.97 2.40 -5.65  C74 1.092
86 H 3.12 2.00 -4.62  C75 1.091
87 H 3.92 3.59 -4.59  C75 1.091
88 H 4.60 2.21 -3.70  C75 1.092
89 H 5.58 -1.60 -5.91  C77 1.086
90 H 6.88 -1.59 -7.09  C77 1.090
91 H 4.72 -3.17 -8.22  C78 1.087
92 H 5.02 -3.73 -6.57  C78 1.091
93 H 6.32 -3.71 -7.74  C78 1.091

- HOMO level: -0.3109 hartree
- SMILES: CC(=O)OCCCCCBCc1ccc(C)cc1.CCOP(=O)(OCC)OCC.CCOP(=O)(OCC)OCC
- Charge: 0
- LUMO level: -0.0242 Eh
- Gap between HOMO and LUMO: 7.80 eV
- Molar mass: 610.5 g mol⁻¹


Entry 5:
Here is a 2-piece molecular cluster, C2H4BrFO overall in a non-equilibrium geometry from the OMol25 dataset. Energies are from the ωB97M-V functional and the def2-TZVPD basis.

Each atom is followed by the atoms it is bonded to, with distances in Å.
Positions of all 9 atoms, in Å:
1 C 0.83 0.50 -0.08  C2 1.485, H6 0.998, H7 1.077, H8 1.088
2 C -0.52 0.53 0.55  C1 1.485, Br5 1.838, H9 1.019
3 O -1.44 -1.59 -0.54  F4 1.377
4 F -0.35 -1.88 -1.33  O3 1.377
5 Br -0.68 -0.06 2.29  C2 1.838
6 H 1.58 0.53 0.57  C1 0.998
7 H 0.76 -0.31 -0.78  C1 1.077
8 H 1.13 1.30 -0.76  C1 1.088
9 H -1.31 0.97 0.09  C2 1.019

- HOMO level: -0.3275 hartree
- Charge: 0
- LUMO level: -0.0634 Eh
- Gap between HOMO and LUMO: 7.19 eV
- Molar mass: 143.0 g mol⁻¹


Entry 6:
Here is a 2-piece molecular cluster, C6H16O overall in a non-equilibrium geometry from the OMol25 dataset. Energies are from the ωB97M-V functional and the def2-TZVPD basis.

Each atom is followed by the atoms it is bonded to, with distances in Å.
Positions of all 23 atoms, in Å:
1 C 1.36 0.92 0.24  C2 1.502, C3 1.547, O4 1.465, H5 1.097
2 C 2.63 1.23 1.00  C1 1.502, H6 1.084, H11 1.099, H12 1.124
3 C 0.25 1.88 0.74  C1 1.547, H7 1.134, H8 1.085, H9 1.099
4 O 1.58 1.35 -1.15  C1 1.465, H10 0.966
5 H 1.14 -0.15 0.20  C1 1.097
6 H 2.46 1.01 2.05  C2 1.084
7 H 0.30 2.74 0.01  C3 1.134
8 H -0.76 1.52 0.58  C3 1.085
9 H 0.46 2.28 1.74  C3 1.099
10 H 1.05 0.85 -1.79  O4 0.966
11 H 2.85 2.30 0.90  C2 1.099
12 H 3.60 0.80 0.63  C2 1.124
13 C -2.07 -1.49 -0.40  C14 1.511, C15 1.515, H16 1.127, H17 1.089
14 C -1.55 -1.39 -1.81  C13 1.511, H18 1.087, H19 1.125, H22 1.063
15 C -1.05 -1.55 0.72  C13 1.515, H20 1.083, H21 1.108, H23 1.109
16 H -2.77 -2.37 -0.24  C13 1.127
17 H -2.98 -0.96 -0.10  C13 1.089
18 H -2.32 -1.04 -2.50  C14 1.087
19 H -0.59 -0.82 -1.75  C14 1.125
20 H -1.39 -1.22 1.70  C15 1.083
21 H -0.19 -0.90 0.48  C15 1.108
22 H -1.31 -2.39 -2.08  C14 1.063
23 H -0.70 -2.59 0.84  C15 1.109

- HOMO level: -0.3723 hartree
- SMILES: CC(C)O.CCC
- Charge: 0
- LUMO level: 0.0356 Eh
- Gap between HOMO and LUMO: 11.10 eV
- Molar mass: 104.2 g mol⁻¹